1.
43
Properties=species:S:1:pos:R:3:forces:R:3 method="wB97M-V/def2-TZVPD" charge=-1 e_tot_ev=-81913.7681 multiplicity=2 s_squared=0.75
C -1.147469 -1.290288 3.098027 -0.66 1.07 0.71
C -0.655595 -2.679850 3.215594 -0.24 -2.25 -1.32
C -1.910104 -3.484014 3.570302 0.45 -0.76 0.08
S -3.245355 -2.939250 2.418325 1.53 0.68 3.08
O -4.429704 -2.840814 3.254314 -0.09 -0.10 -1.11
O -3.172468 -3.668984 1.179417 -0.46 -0.07 0.19
C -2.401407 -1.347950 2.193772 0.22 -0.22 -0.74
H -0.458292 -0.533344 2.723647 0.01 -0.38 -0.13
H -1.324476 -1.039992 4.144031 -0.75 0.66 0.00
H 0.108984 -2.930074 3.951065 0.15 0.53 -0.08
H -0.360525 -3.074749 2.243438 0.59 0.13 -0.16
H -2.067967 -3.278388 4.629019 -1.06 0.21 -0.14
H -1.775480 -4.563742 3.505796 -0.02 -0.02 -0.32
H -3.071662 -0.489395 2.151998 0.04 -0.15 0.30
H -2.040691 -1.551469 1.185519 0.17 0.55 -0.25
O 0.425184 -0.911449 -3.336395 2.79 2.57 -1.08
C 1.333433 -0.165068 -3.780784 -1.88 -3.17 0.17
O 2.640335 -0.418856 -3.479168 -0.39 -0.45 0.18
C 3.561088 0.544640 -4.061833 -0.68 -0.45 1.14
C 2.723106 1.216210 -5.088999 0.24 1.42 -0.79
C 1.223193 0.952040 -4.800473 1.17 0.52 0.38
H 4.465484 0.117632 -4.495248 -0.28 -0.73 0.11
H 3.906178 1.146513 -3.221146 -0.21 0.39 -0.09
H 2.975625 0.788832 -6.059409 -0.17 -0.01 -0.10
H 3.101694 2.238220 -5.105150 -0.67 0.40 -0.28
H 0.757596 0.773231 -5.769675 -0.38 -0.86 0.31
H 0.605083 1.723364 -4.341004 0.46 0.39 0.10
Cl 4.206963 -0.115399 -0.190008 0.22 0.05 -0.11
C 2.551091 -0.844534 -0.162983 0.90 -0.01 -1.43
C 1.539641 0.276200 -0.483213 0.07 -0.52 1.62
Cl 0.985597 0.740747 1.194545 -0.18 0.74 -0.40
H 2.597249 -1.336071 0.808795 -1.06 0.31 -0.16
H 2.570916 -1.598542 -0.949858 -0.14 0.07 0.00
H 0.638287 0.059599 -1.056588 0.28 -0.60 0.15
H 2.024383 1.134637 -0.948188 0.07 0.02 0.21
Cl -3.102033 5.585005 0.973709 0.97 -1.20 0.94
C -2.000093 4.356552 1.890192 0.32 -0.49 -1.56
C -1.950781 2.965702 1.163210 -0.35 0.91 0.81
Cl -3.528169 2.190010 1.294091 -0.98 -0.39 -0.05
H -2.310750 4.291058 2.932940 -0.33 -0.02 -0.33
H -0.987761 4.758668 1.850527 -0.15 0.25 -0.06
H -1.293639 2.249559 1.656578 0.35 0.57 0.04
H -1.706690 2.993804 0.101269 0.13 0.40 0.18

2.
7
Properties=species:S:1:pos:R:3:forces:R:3 method="wB97M-V/def2-TZVPD" charge=+1 e_tot_ev=-16124.1386 relative_energy_kj_mol=114.4
C 2.584457 -0.524208 -0.463061 0.27 -1.07 0.77
C -1.933888 0.563429 0.369185 0.50 -1.28 -0.55
N 1.523741 -0.133085 -0.299272 -0.40 0.46 -0.30
Cl -1.730615 -0.806934 -0.482076 -0.36 1.10 1.12
H 3.475994 -1.131437 -0.370524 -0.05 0.60 -0.45
H -2.273697 0.584064 1.425288 0.13 -0.25 -0.73
H -1.645990 1.448174 -0.179539 -0.09 0.44 0.13

3.
81
Properties=species:S:1:pos:R:3:forces:R:3 method="wB97M-V/def2-TZVPD" e_tot_ev=-49723.0516
C 4.778829 0.169050 2.805982 0.31 -0.72 0.36
O 3.614737 -0.649804 2.961657 0.22 0.49 -0.69
C 2.909946 -0.791470 1.721359 -0.63 -0.13 1.33
C 1.820447 0.311020 1.657565 -0.07 0.41 -0.65
C 2.105075 1.451396 0.629328 0.71 -0.69 -0.03
C 2.587204 2.787603 1.238483 -0.77 0.17 -0.40
C 1.453840 3.556494 1.983122 -0.61 -0.46 0.19
C 0.064597 3.010183 1.569818 0.68 0.94 0.70
C -1.145532 3.742556 2.184755 -0.30 -0.52 -0.38
C -2.438113 3.324344 1.390464 0.96 -0.05 -0.09
C -2.221840 1.911024 0.838130 -0.97 1.72 0.56
C -2.139319 1.767693 -0.527565 0.14 -1.12 -0.37
C -1.872311 0.500018 -1.077841 -0.73 0.83 -0.06
C -1.709675 0.341714 -2.565574 1.26 -0.13 -0.40
O -0.674851 -0.075234 -3.023935 -1.03 -0.07 0.48
O -2.732961 0.697898 -3.412172 0.45 0.36 0.66
C -1.753164 -0.580584 -0.196016 0.32 0.05 -1.90
C -1.855940 -0.367420 1.128600 0.13 -0.81 0.88
N -2.086750 0.853558 1.676512 -0.01 -0.67 -0.50
C -2.117490 0.900185 3.149005 -0.35 0.36 1.09
C -3.414202 1.464391 3.772338 0.15 -0.31 -0.14
C -4.726078 0.879248 3.193784 -0.30 0.61 1.57
C -5.899561 1.796644 3.652939 0.21 0.38 -0.55
N -5.889858 3.125078 3.019099 -0.20 -0.42 0.15
H 4.740193 0.745585 1.871937 0.11 -0.03 0.27
H 4.874917 0.830469 3.680793 -0.14 -0.04 -0.27
H 5.652445 -0.502888 2.782421 -0.14 0.33 -0.20
H 3.599191 -0.795795 0.866113 -0.20 -0.15 0.12
H 2.404854 -1.762975 1.805635 0.36 0.12 -0.30
H 1.705977 0.752146 2.661756 0.09 -0.31 -0.14
H 0.851993 -0.163288 1.404878 0.27 0.12 0.03
H 1.238342 1.579664 -0.036993 0.33 0.15 0.17
H 2.906181 1.076731 -0.028962 -0.23 0.18 0.14
H 3.426001 2.609505 1.922526 -0.12 0.08 -0.31
H 2.921907 3.418139 0.399608 0.15 -0.16 0.33
H 1.539342 3.392188 3.069619 0.11 0.32 -0.25
H 1.466533 4.636109 1.773166 0.27 -0.25 0.20
H 0.036823 3.052687 0.472673 -0.30 -0.18 0.30
H 0.059269 1.981307 1.948683 -0.12 0.13 -0.68
H -1.025561 4.832081 2.129263 -0.09 -0.27 0.20
H -1.266018 3.412825 3.224435 0.17 0.55 -0.08
H -3.374584 3.425902 1.947890 0.30 -0.16 0.05
H -2.515110 4.020838 0.543716 -0.06 -0.44 0.05
H -2.232146 2.649150 -1.158362 0.01 -0.15 0.24
H -3.110204 1.545834 -3.136372 -0.33 -0.27 0.11
H -1.546861 -1.558913 -0.624176 0.01 0.08 0.45
H -1.727877 -1.219597 1.792335 -0.10 0.42 0.11
H -1.250962 1.455438 3.532936 -0.16 -0.15 -0.34
H -1.994236 -0.122875 3.521581 0.01 0.16 -0.44
H -3.385547 1.177461 4.835871 0.13 0.09 -0.30
H -3.400909 2.561583 3.784984 -0.09 -0.29 -0.24
H -4.896950 -0.069768 3.727772 0.12 -0.07 -0.70
H -4.721132 0.741998 2.104939 -0.03 0.01 0.23
H -5.835333 1.971594 4.736943 -0.07 -0.30 -0.25
H -6.871892 1.335616 3.435744 0.29 -0.10 0.12
H -5.381654 3.813320 3.555563 0.10 -0.02 -0.23
H -5.554785 3.061743 2.066697 -0.02 0.28 0.06
N 5.241351 -3.012468 0.861361 0.20 0.12 0.08
O 5.981225 -3.290052 1.817231 -0.09 0.09 0.13
O 5.526752 -2.057690 0.107980 -0.33 0.36 0.18
O 4.202214 -3.669252 0.662452 -0.31 0.06 0.05
C 6.800293 -6.754046 -0.592319 0.06 -0.31 0.18
C 6.375850 -5.469144 -1.336915 -0.07 0.03 -0.01
O 5.756488 -5.628669 -2.408227 -0.03 0.13 -0.18
O 6.713146 -4.411167 -0.759914 0.19 -0.41 -0.49
H 6.480698 -7.642056 -1.139001 -0.05 0.06 -0.10
H 7.886309 -6.779074 -0.484800 -0.02 0.07 0.10
H 6.349087 -6.769783 0.400997 0.09 0.11 0.03
C -2.032339 -3.217778 -7.619571 0.13 -0.12 -0.13
C -2.190073 -3.458939 -6.263343 -0.01 -0.02 0.10
C -1.990523 -2.432964 -5.347764 -0.02 0.04 -0.13
C -1.644851 -1.159217 -5.783302 -0.04 -0.10 -0.13
C -1.491073 -0.912287 -7.138972 0.17 0.02 -0.09
C -1.680816 -1.943059 -8.056356 0.51 -0.08 -0.16
H -2.181874 -4.017416 -8.335165 -0.05 0.01 0.02
H -2.465204 -4.447114 -5.918541 0.02 0.01 -0.02
H -2.104341 -2.626343 -4.288957 0.03 0.00 -0.01
H -1.494195 -0.370381 -5.067875 0.07 -0.01 -0.08
H -1.221395 0.079618 -7.482414 -0.05 0.00 0.01
H -1.557074 -1.750349 -9.123603 -0.33 0.08 -0.06
Li 0.751110 -2.269767 -9.088432 -0.26 -0.03 0.45